ORCA calculation (ωB97M-V/def2-TZVPD) on a molecular structure, C28H29BN11OPr.

Geometry as XYZ:
```
71
Properties=species:S:1:pos:R:3:mulliken_charge:R:1
Pr 0.10991 -0.45360 -0.02077 0.761
C -3.49090 -3.23780 1.20779 -1.351
C -2.12790 -3.01092 1.03106 -0.666
N -1.89504 -1.73152 0.75288 0.388
N -3.10126 -1.11577 0.72028 1.044
C -4.07512 -2.00972 0.96549 -0.318
B -3.19615 0.32061 0.11927 0.374
N -2.42982 1.34582 1.00885 0.668
C -2.83186 2.56022 1.41718 -0.276
C -1.78682 3.17414 2.08040 -1.296
C -0.74743 2.25194 2.01188 -0.370
N -1.13739 1.15153 1.36697 0.114
N -2.49066 0.26645 -1.28098 0.641
C -2.94456 -0.31850 -2.40350 0.071
C -2.04058 -0.10619 -3.42150 -1.276
C -1.02520 0.63426 -2.82042 -0.248
N -1.28433 0.87465 -1.53311 -0.860
N -4.64057 0.74020 0.04210 0.463
C -5.49282 0.91493 1.08459 -0.336
C -6.72909 1.21063 0.57082 -0.993
C -6.52843 1.21200 -0.82315 -0.314
N -5.27003 0.96833 -1.14068 -1.134
H -3.98390 -4.16402 1.44168 0.492
H -1.30766 -3.71006 1.08214 0.491
H -5.10939 -1.71367 0.93332 0.475
H -3.83060 2.90350 1.20722 0.505
H -1.78576 4.14514 2.54157 0.464
H 0.25645 2.32398 2.40390 0.498
H -3.90568 -0.80378 -2.40792 0.548
H -2.11402 -0.43539 -4.44196 0.459
H -0.12462 1.03423 -3.26076 0.622
H -5.16084 0.80330 2.10454 0.498
H -7.63634 1.40134 1.11589 0.464
H -7.24514 1.40919 -1.60466 0.458
C -1.24955 -1.18699 3.95487 -1.247
C 0.08166 -1.74798 3.46925 0.275
C 1.28530 -0.99254 3.97197 0.606
C 1.47794 -0.88960 5.34357 -0.619
C 2.55566 -0.19898 5.86664 -1.156
C 3.46426 0.40875 5.01910 -0.682
C 3.35193 0.30421 3.63906 1.032
C 4.37512 1.05691 2.81271 -0.827
C 5.77261 0.44214 2.85055 -1.176
C 2.25339 -0.42004 3.12942 -0.484
N 2.08956 -0.53023 1.71868 0.317
C 3.12970 -0.89877 1.03551 -0.712
C 3.20755 -0.77153 -0.38529 0.534
C 4.28415 -1.23713 -1.21805 -1.061
C 3.99222 -0.82342 -2.47059 -0.750
C 2.73046 -0.09329 -2.36579 -0.200
N 2.27486 -0.06260 -1.13551 -0.059
H -2.07756 -1.74741 3.52122 0.288
H -1.36896 -0.13671 3.68710 0.224
H -1.32798 -1.26724 5.03897 0.533
H 0.10627 -1.80415 2.37980 -0.434
H 0.16863 -2.79349 3.78244 0.482
H 0.76873 -1.36295 6.01034 0.471
H 2.68167 -0.12141 6.93823 0.401
H 4.28298 0.98633 5.43176 0.502
H 4.42941 2.06935 3.21789 0.525
H 4.04617 1.18708 1.77950 0.308
H 6.12461 0.33105 3.87681 0.369
H 6.48869 1.06912 2.32018 0.396
H 5.80330 -0.55249 2.40171 0.292
H 4.00315 -1.30936 1.53615 0.753
H 5.13531 -1.80747 -0.88424 0.514
H 4.54905 -0.98629 -3.37827 0.491
H 2.18828 0.36745 -3.17934 0.476
O -0.07913 -3.90899 -3.10338 -0.555
C 0.03582 -3.11916 -2.24298 0.677
N 0.15313 -2.31020 -1.36217 -0.563
```

Values from the calculation:
**Max |F|**: 0.85 eV/A
**Spin multiplicity**: 4
**⟨S²⟩**: 3.797
**Total charge**: +1
**E_HOMO (alpha / beta)**: -11.5 / -11.5 eV
**Molar mass**: 687.336 g mol⁻¹

ORCA calculation (ωB97M-V/def2-TZVPD) on C7H12 in the gas phase.

Geometry as XYZ:
```
19
Properties=species:S:1:pos:R:3:mulliken_charge:R:1
C 3.38781 -0.77394 0.91155 -1.020
C 2.24802 -1.06691 -0.03794 -0.121
C 1.40358 -0.16140 -0.46604 -0.065
C 0.54368 0.74258 -0.86229 -0.510
C -0.76638 0.99673 -0.14750 -0.594
C -1.86085 0.01594 -0.58406 -0.274
C -3.16120 0.22783 0.18208 -1.188
H 3.52819 0.30556 0.99762 0.323
H 4.33491 -1.21137 0.57558 0.322
H 3.20278 -1.17083 1.91739 0.260
H 2.11812 -2.09030 -0.39460 0.316
H 0.74749 1.30026 -1.77610 0.326
H -0.60233 0.89885 0.93140 0.323
H -1.11057 2.02698 -0.31379 0.350
H -1.49426 -1.00534 -0.42248 0.300
H -2.03716 0.11134 -1.66411 0.284
H -2.99676 0.10805 1.25942 0.316
H -3.55541 1.23673 0.01473 0.309
H -3.92966 -0.49075 -0.12085 0.342
```

Values from the calculation:
**Max |F|**: 0.23 eV/A
**Spin multiplicity**: 1
**Total charge**: 0
**SMILES**: CC=C=CCCC
**E_HOMO**: -9.3 eV
**Molar mass**: 96.173 g mol⁻¹

Energy above the lowest of the compared OMol25 structures with the same formula, charge and spin
In order: 0.120 1.351
Unit: eV